1.
Entry from OMol25: a structure of composition C58H64AsBrCl5N4O2RhSi (the ωB97M-V functional and the def2-TZVPD basis).

Last column: Mulliken charge in e.
Geometry (Å):
Rh -1.21 0.67 0.07  0.4362
O 5.60 0.60 0.99  -0.7470
C 5.08 0.34 -0.11  0.2270
O 5.55 0.24 -1.25  -0.7581
C 3.54 0.12 -0.03  -1.0908
C 2.80 -0.12 -1.17  -0.8957
C 1.41 -0.10 -1.10  0.2758
N 0.79 0.09 0.08  1.2515
C 1.50 0.21 1.21  0.7461
C 2.88 0.25 1.19  -1.1098
C 0.70 0.24 2.46  -0.2863
C 1.27 0.23 3.73  -0.5627
C 0.46 0.11 4.84  -0.8297
C -0.91 -0.01 4.66  -1.0201
C -1.41 0.04 3.37  -0.9239
N -0.63 0.18 2.31  1.1471
C 0.55 -0.30 -2.28  -0.1164
C 0.84 -1.29 -3.18  -0.1515
C -0.10 -1.75 -4.09  -1.0383
C -1.41 -1.19 -4.03  -1.0684
C -1.67 -0.16 -3.21  -0.7133
N -0.69 0.40 -2.36  1.7013
H 3.32 -0.21 -2.12  0.9173
H 3.48 0.41 2.07  0.7606
H 2.35 0.30 3.84  0.6253
H 0.89 0.10 5.83  0.4882
H -1.58 -0.13 5.50  0.5078
H -2.48 -0.02 3.18  0.5787
H 1.80 -1.79 -3.09  0.5897
H 0.13 -2.55 -4.78  0.4433
H -2.21 -1.59 -4.65  0.4959
H -2.64 0.32 -3.16  0.4829
Cl -2.49 -1.46 0.16  0.2520
C -3.75 -0.28 -0.14  -0.0962
C -3.22 1.00 -0.21  -0.9384
C -4.12 1.99 -0.56  1.5265
Cl -3.56 3.61 -0.81  -0.2351
C -5.48 1.71 -0.75  -0.2059
Cl -6.58 2.98 -1.17  -0.1912
C -5.97 0.41 -0.62  0.6767
Cl -7.63 0.06 -0.84  -0.1992
C -5.08 -0.62 -0.32  -0.4178
Cl -5.58 -2.26 -0.19  -0.2006
C -4.03 7.71 3.15  -1.6532
C -2.96 6.70 2.82  0.5463
C -1.63 7.06 2.68  -0.9073
C -0.64 6.15 2.32  0.7932
C 0.78 6.67 2.41  -1.7492
C -1.01 4.83 2.03  0.1056
As 0.35 3.58 1.26  1.4945
N -0.42 2.57 -0.16  0.6642
C 0.21 2.51 -1.41  1.2158
C 1.52 2.75 -1.67  0.2591
C 2.04 2.76 -3.01  -1.4431
C 1.17 2.60 -4.09  -1.0218
C -0.14 2.28 -3.87  -0.7488
C -0.64 1.93 -2.51  -0.8357
C 1.36 4.88 0.22  0.3369
C 2.75 4.94 0.44  0.5081
C 3.48 4.09 1.44  -2.2848
C 3.51 5.82 -0.33  -0.9010
C 2.95 6.62 -1.31  0.6242
C 3.79 7.54 -2.14  -1.6205
C 1.57 6.53 -1.51  -1.3095
C 0.77 5.68 -0.77  1.4502
C -0.70 5.64 -1.11  -1.1955
C -2.31 4.41 2.35  0.2355
C -2.67 2.96 2.48  -0.4218
C -3.27 5.35 2.71  -1.0569
H -3.59 8.64 3.51  0.3706
H -4.71 7.33 3.90  0.3764
H -4.62 7.94 2.26  0.3033
H -1.34 8.09 2.88  0.4252
H 0.83 7.40 3.21  0.6763
H 1.11 7.17 1.49  0.2403
H 1.50 5.89 2.64  0.1688
H 2.21 2.92 -0.86  0.1827
H 3.09 2.94 -3.17  0.7105
H 1.53 2.73 -5.10  0.4611
H -0.84 2.16 -4.69  0.5340
H -1.68 2.23 -2.37  0.2283
H 2.83 3.66 2.21  0.2725
H 4.25 4.67 1.95  0.6146
H 3.99 3.25 0.95  0.4864
H 4.58 5.86 -0.15  0.3787
H 4.83 7.50 -1.85  0.4113
H 3.44 8.57 -2.05  0.3345
H 3.72 7.27 -3.20  0.3292
H 1.11 7.14 -2.28  0.4836
H -1.10 6.65 -1.16  0.5206
H -1.29 5.08 -0.38  -0.7924
H -0.84 5.17 -2.09  0.3755
H -2.13 2.33 1.79  -0.7284
H -3.74 2.80 2.31  0.4047
H -2.44 2.63 3.50  0.5521
H -4.28 5.01 2.92  0.4158
C 1.57 -7.36 1.83  -1.7909
C 1.04 -5.92 1.68  2.6469
C 2.16 -4.94 2.10  -1.8310
C -0.10 -5.72 2.70  -2.0251
Si 0.42 -5.61 -0.11  -0.9452
Br 0.29 -3.34 -0.28  -0.1950
C 1.68 -6.09 -1.47  2.6087
C 1.44 -5.35 -2.80  -1.9133
C 3.11 -5.73 -1.04  -2.0810
C 1.62 -7.61 -1.75  -1.8483
C -1.37 -6.24 -0.42  2.5470
C -2.43 -5.43 0.34  -1.9955
C -1.50 -7.72 -0.02  -1.7453
C -1.73 -6.12 -1.91  -2.1112
H 1.86 -7.53 2.87  0.5343
H 2.46 -7.53 1.22  0.3071
H 0.83 -8.11 1.57  0.3009
H 2.46 -5.18 3.12  0.5411
H 1.82 -3.91 2.08  0.2233
H 3.04 -5.01 1.47  0.3271
H 0.31 -5.82 3.71  0.6142
H -0.89 -6.47 2.59  0.3271
H -0.54 -4.73 2.61  0.2853
H 1.56 -4.27 -2.68  0.1641
H 0.45 -5.53 -3.22  0.3098
H 2.18 -5.70 -3.52  0.5772
H 3.20 -4.67 -0.81  0.2927
H 3.79 -5.95 -1.87  0.5914
H 3.45 -6.30 -0.18  0.3511
H 0.68 -7.91 -2.19  0.3246
H 1.77 -8.20 -0.84  0.2924
H 2.42 -7.87 -2.45  0.5376
H -2.41 -5.62 1.42  0.2813
H -3.42 -5.72 -0.02  0.5663
H -2.32 -4.36 0.18  0.3844
H -1.32 -7.87 1.05  0.3048
H -0.81 -8.37 -0.57  0.2859
H -2.52 -8.06 -0.23  0.5375
H -1.66 -5.09 -2.26  0.2960
H -2.76 -6.45 -2.05  0.6171
H -1.10 -6.74 -2.55  0.3503

Charge ... 0
LUMO energy (spin up / spin down) ... -0.345 / -2.666 eV
Frontier orbital gap (spin up / spin down) ... 6.0 / 5.1 eV
Energy relative to the best compared isomer or geometry (same formula, charge and spin) ... 221.8 kJ/mol
Spin multiplicity ... 5

2.
Entry from OMol25: a cluster of 3 separate species, C58H68O9 in total (the ωB97M-V functional and the def2-TZVPD basis).

Last column: Mulliken charge in e.
Geometry (Å):
C 3.72 -1.23 0.00  -0.3530
C 4.48 -0.19 0.83  -0.9137
C 4.48 1.24 0.26  -0.7431
C 3.23 1.64 -0.52  0.0218
C 1.96 1.70 0.34  -0.2895
C 0.71 2.06 -0.47  -1.0005
C 0.35 1.01 -1.54  2.0515
C 0.63 1.49 -2.96  -1.0326
C 0.36 0.45 -4.06  -1.0506
C 1.12 -0.88 -3.87  -0.5646
C 0.24 -2.05 -3.37  -0.6770
C 0.67 -2.67 -2.02  0.2109
C -0.52 -2.86 -1.07  1.2659
C -1.41 -4.07 -1.43  -1.1395
C -2.89 -3.77 -1.76  -1.2115
C -3.55 -2.71 -0.88  0.4257
C -3.57 -3.07 0.60  -0.6628
C -4.40 -2.06 1.40  -0.9528
C -3.76 -0.71 1.50  0.5498
C -4.28 0.48 1.22  0.3357
C -5.68 0.75 0.73  -0.3966
C -6.04 2.18 0.30  -0.9678
C -7.02 2.18 -0.88  -0.9637
C -6.33 2.31 -2.25  -0.5935
C -5.16 1.35 -2.51  0.2584
C -5.56 -0.02 -3.04  -0.2844
O -5.61 -0.04 -4.47  -0.3622
C -6.62 0.60 -5.12  0.5974
C -8.04 0.29 -4.71  -0.7951
O -6.36 1.28 -6.07  -0.5580
C -3.21 1.50 1.45  0.1771
O -3.19 2.67 1.23  -0.5750
O -2.10 0.85 1.97  -0.3246
C -2.34 -0.50 1.92  0.3647
O -1.49 -1.30 2.16  -0.4262
H 3.55 -2.12 0.60  0.4616
H 4.29 -1.55 -0.88  0.3021
H 2.75 -0.87 -0.32  -0.4585
H 4.10 -0.19 1.86  0.3392
H 5.52 -0.53 0.91  0.4445
H 5.36 1.39 -0.37  0.4438
H 4.58 1.94 1.09  0.2113
H 3.40 2.65 -0.93  0.4416
H 3.08 0.98 -1.38  -0.2180
H 1.79 0.75 0.84  -0.1149
H 2.11 2.46 1.12  0.5650
H 0.85 3.03 -0.95  0.5020
H -0.13 2.16 0.23  0.0244
H -0.70 0.70 -1.45  0.2461
H 0.95 0.11 -1.35  -1.4736
H -0.01 2.37 -3.16  0.4392
H 1.66 1.84 -3.03  0.2922
H -0.71 0.27 -4.12  0.3739
H 0.65 0.89 -5.02  0.3186
H 1.59 -1.15 -4.82  0.5539
H 1.95 -0.73 -3.17  0.2280
H -0.79 -1.71 -3.28  0.1369
H 0.23 -2.83 -4.13  0.4294
H 1.39 -2.01 -1.53  -1.1188
H 1.19 -3.62 -2.18  0.8620
H -1.08 -1.93 -1.09  -0.4455
H -0.14 -2.99 -0.05  -0.3975
H -0.99 -4.56 -2.31  0.5454
H -1.36 -4.81 -0.63  0.3983
H -3.45 -4.70 -1.63  0.4166
H -2.99 -3.48 -2.81  0.3207
H -4.59 -2.56 -1.23  0.5651
H -3.06 -1.74 -1.01  -0.3096
H -2.55 -3.08 0.98  0.0431
H -3.97 -4.07 0.73  0.4796
H -4.60 -2.43 2.41  0.4816
H -5.37 -1.93 0.92  0.3103
H -6.36 0.42 1.52  0.5948
H -5.86 0.07 -0.11  -0.0404
H -5.14 2.73 0.02  0.3851
H -6.49 2.70 1.15  0.5681
H -7.64 1.28 -0.84  0.3684
H -7.71 3.02 -0.78  0.4322
H -7.09 2.17 -3.03  0.2242
H -5.98 3.34 -2.37  0.3407
H -4.48 1.80 -3.24  0.5645
H -4.56 1.21 -1.60  -0.4584
H -6.51 -0.35 -2.61  0.2356
H -4.81 -0.77 -2.77  -0.0642
H -8.39 -0.52 -5.35  0.3087
H -8.65 1.17 -4.90  0.3239
H -8.15 -0.02 -3.67  0.2313
O -0.99 -5.00 6.19  -0.6743
C -0.38 -5.62 5.33  0.6582
C -0.39 -7.12 5.32  0.1662
C -1.11 -7.79 6.30  -0.5542
C -1.14 -9.18 6.30  -0.4834
C -0.45 -9.89 5.32  -0.4843
C 0.28 -9.22 4.35  -0.5787
C 0.31 -7.83 4.35  0.1704
C 1.11 -7.13 3.30  0.5947
O 1.75 -7.76 2.48  -0.6649
C 1.10 -5.64 3.30  0.1119
C 1.80 -4.97 2.31  -1.0101
C 1.78 -3.58 2.28  0.2612
C 1.07 -2.87 3.23  -0.1530
C 0.37 -3.54 4.22  -1.0457
C 0.38 -4.92 4.26  0.3036
H -1.64 -7.22 7.05  0.4768
H -1.70 -9.70 7.06  0.3954
H -0.48 -10.97 5.32  0.3955
H 0.82 -9.76 3.59  0.4766
H 2.36 -5.54 1.58  0.4856
H 2.32 -3.05 1.51  0.1246
H 1.05 -1.79 3.19  0.4446
H -0.20 -2.99 4.97  0.5122
O 4.73 5.06 -0.40  -0.6220
C 5.46 6.00 -0.15  0.5142
C 6.70 5.81 0.66  -0.0242
C 7.02 4.53 1.10  -0.5743
C 8.17 4.33 1.84  -0.5513
C 9.01 5.40 2.14  -0.4704
C 8.69 6.68 1.70  -0.6857
C 7.53 6.89 0.96  0.5909
C 7.20 8.27 0.51  0.5034
O 7.91 9.21 0.81  -0.6748
C 5.98 8.45 -0.32  0.2922
C 5.66 9.73 -0.78  -0.5869
C 4.54 9.92 -1.56  -0.4811
C 3.72 8.84 -1.89  -0.5432
C 4.03 7.57 -1.43  -0.5284
C 5.16 7.37 -0.64  0.0140
H 6.36 3.71 0.86  0.7035
H 8.42 3.34 2.19  0.4367
H 9.92 5.24 2.71  0.3868
H 9.33 7.52 1.93  0.4847
H 6.31 10.55 -0.51  0.4777
H 4.29 10.91 -1.92  0.3944
H 2.85 8.99 -2.50  0.4111
H 3.40 6.72 -1.67  0.5283

Charge ... 0
LUMO energy ... -0.955 eV
Frontier orbital gap ... 8.7 eV
Spin multiplicity ... 1

In eV, the E_tot values for the records above are, in order, -275618.461 -79678.921.